# 1
Computed, not measured: a 2-piece molecular cluster, C2H9NO overall, with ωB97M-V/def2-TZVPD.

```
13
Properties=species:S:1:pos:R:3:forces:R:3
H -1.580 1.586 -2.528 0.15 0.01 0.09
C -0.549 1.476 -2.867 -0.53 -0.41 -0.84
N 1.133 0.173 1.274 0.00 -1.15 -0.46
H 0.083 -1.629 2.062 -0.01 -0.24 -0.14
O -0.550 -1.483 1.349 -0.04 0.31 0.06
H 0.944 0.453 2.222 -0.24 0.52 -0.08
H 0.149 1.610 -2.054 0.17 0.02 0.05
H -0.744 0.350 0.404 -1.01 -0.03 0.02
H -0.381 2.171 -3.686 0.14 0.38 0.23
H -0.449 0.496 -3.348 0.07 0.00 0.48
C -0.022 -0.428 0.589 1.23 0.54 0.13
H 1.522 0.901 0.697 0.17 0.25 0.32
H 0.344 -0.767 -0.389 -0.10 -0.18 0.14
```
Forces are in eV/Å.

Values from the calculation:
LUMO level: 0.0335 Eh
gap between HOMO and LUMO: 0.3808 Eh
SMILES: NCO.C
HOMO energy: -9.45 eV

# 2
Computed, not measured: a 8-piece molecular cluster, C6H30N2O7 overall, with ωB97M-V/def2-TZVPD.

```
45
Properties=species:S:1:pos:R:3:forces:R:3
O 3.361 1.800 -1.126 -5.47 -1.45 1.90
H -0.699 3.732 -0.028 0.36 -0.88 -0.53
O 3.033 -0.815 0.550 4.73 4.84 4.18
H -1.370 1.178 2.800 -0.34 0.84 -0.44
C -0.118 2.286 1.477 1.33 3.60 0.27
O -3.632 -1.189 1.788 -0.74 -1.27 4.98
H 1.785 2.538 1.769 0.23 -0.07 0.41
H 1.013 -1.698 -3.758 0.07 0.28 0.56
H -0.860 -2.228 1.319 2.37 -1.00 -1.11
H 4.242 1.779 -1.154 5.54 -0.01 -0.28
H 0.989 0.086 -0.312 -1.26 1.89 -1.79
O -2.186 -3.309 2.152 5.64 -2.11 1.35
H 2.131 -1.056 -2.481 -0.19 -0.14 0.03
H 1.502 0.026 -3.687 -0.37 -0.98 0.53
H -2.774 -2.649 2.196 -4.44 3.72 -0.30
H -0.094 3.250 2.220 -0.91 -1.67 -1.87
H -4.098 -0.802 2.630 1.16 -0.45 -3.21
H -4.039 0.809 -0.974 -0.21 -0.36 0.45
H 3.137 1.053 -0.463 0.36 1.40 -1.47
H 1.598 1.025 1.380 -0.97 0.14 0.18
C -1.348 1.492 1.730 0.22 -2.29 0.55
H -0.933 -0.082 -2.813 2.41 -0.45 1.12
H 1.434 1.249 -1.752 -1.02 -1.40 0.67
H -0.465 -1.252 -1.501 1.24 1.32 -1.36
H 1.408 -2.543 -1.571 0.21 -0.12 0.27
C 0.006 2.860 0.000 -3.04 -2.07 -0.05
H -3.683 -0.737 0.968 -0.66 1.81 -1.40
O 2.185 -2.870 -1.086 -1.43 -2.72 1.04
N -0.464 1.729 -1.015 0.31 1.59 0.96
N 1.149 1.765 1.944 1.55 -1.04 -0.07
H 0.986 3.217 -0.213 1.02 0.13 -0.16
O 0.079 -2.485 0.944 -1.12 -0.61 2.90
H -2.605 0.584 -0.624 0.00 -0.04 0.46
C 1.218 -0.870 -3.050 -0.20 1.10 -1.47
C 0.035 -0.419 -2.180 -2.65 -0.85 0.12
H 3.004 -0.892 1.540 -0.12 0.05 -1.54
C 0.561 0.682 -1.261 1.41 0.51 0.59
H -2.232 2.039 1.375 0.15 -0.51 0.30
O -3.498 0.434 -0.244 0.28 0.66 -1.29
H 1.784 -3.708 -0.620 1.13 2.49 -1.16
H 0.389 -3.100 1.712 -0.86 1.61 -2.03
H 2.454 -1.381 0.227 -4.44 -4.73 -2.51
H -1.292 0.444 1.283 -0.16 1.51 -0.12
H -0.643 2.164 -1.954 0.21 -0.42 1.27
H -2.447 -4.137 1.863 -1.36 -1.85 -0.94
```
Forces are in eV/Å.

Values from the calculation:
LUMO level (spin up / spin down): 0.1022 / 0.0997 Eh
expectation value of S²: 0.750
2S+1: 2
gap between HOMO and LUMO (spin up / spin down): 0.0732 / 0.3191 Eh
charge: -1
HOMO energy (spin up / spin down): 0.79 / -5.97 eV

# 3
Computed, not measured: one molecule with the formula C24H17N3O3S, with ωB97M-V/def2-TZVPD.

```
48
Properties=species:S:1:pos:R:3:forces:R:3
C 1.467 -0.826 -0.469 -0.22 0.20 0.51
C -0.007 -2.086 2.821 -0.51 -0.79 0.74
C -1.445 -2.095 7.542 -0.52 -1.60 0.85
C -1.287 -4.165 6.325 1.30 0.68 -0.10
H -3.162 5.161 -4.715 -0.56 0.38 -0.11
H 0.591 -3.075 2.884 -1.07 1.83 0.11
H 3.563 -4.073 0.854 1.71 -0.48 -1.08
C -0.206 4.546 -6.465 -2.02 0.42 0.25
C -2.224 4.731 -4.974 1.44 -1.39 -0.64
H -1.662 0.438 -0.734 -1.21 1.10 -0.91
C 1.338 1.568 -3.926 -0.25 -0.25 1.14
C -0.995 -0.780 0.877 -0.55 2.45 -2.00
H -2.085 -0.789 1.178 1.70 -0.32 0.29
H -1.853 -4.188 8.273 -0.03 1.26 -0.22
H -1.494 -0.526 6.345 0.96 0.87 -0.94
O 3.994 -1.892 0.438 -3.30 -0.51 1.24
C -0.453 3.067 -4.520 -2.59 3.83 -1.94
C 0.074 2.148 -3.671 2.21 -1.27 -0.91
C 0.354 3.481 -5.644 -3.33 2.22 0.61
C -0.824 -2.321 5.168 -0.36 5.25 -0.62
C 2.110 1.911 -5.034 -0.09 1.19 -2.83
N 0.469 0.691 -2.195 1.60 2.57 -3.16
H -1.832 -1.595 8.450 0.66 0.06 -0.83
H -0.367 -4.230 4.332 -0.62 -0.01 0.25
H -2.177 5.804 -6.704 1.70 -0.52 -0.32
N -0.449 1.643 -2.634 -1.04 -2.91 4.23
C 1.584 2.888 -5.912 2.71 -2.10 0.33
C -0.759 -3.654 5.170 -0.04 -0.75 0.38
C -1.530 5.070 -6.155 1.21 0.42 -0.23
C -1.081 -1.518 6.362 -1.45 -0.55 -1.50
H -2.414 3.296 -3.454 0.84 0.12 0.12
N 1.585 0.706 -2.954 -0.29 -0.97 0.52
H 0.370 4.950 -7.346 -0.79 -0.64 1.01
O 2.778 -3.840 1.301 -2.75 1.92 1.10
C 0.085 -1.375 1.537 0.39 -0.78 -0.18
C -1.564 -3.480 7.462 -0.41 -0.99 1.76
C -0.796 0.041 -0.330 1.74 -3.51 3.03
S 2.874 -2.195 1.397 5.48 0.70 1.25
H -1.362 -5.158 6.395 -0.40 -3.94 0.24
H 2.094 3.185 -6.869 -0.35 -0.48 1.22
C -0.776 -1.608 3.840 1.96 0.27 -0.56
H 2.369 -1.004 -1.063 -0.25 0.25 0.51
O 3.292 -1.871 2.790 -2.51 -0.66 -2.85
H -1.166 -0.556 3.687 0.12 -1.43 0.53
C -1.736 3.709 -4.211 1.02 -1.18 -0.30
H 2.967 1.283 -5.285 0.00 0.57 0.09
C 1.309 -1.416 0.834 0.50 0.46 -2.27
C 0.441 0.001 -1.000 -1.76 -1.00 2.19
```
Forces are in eV/Å.

Values from the calculation:
LUMO level: -0.0325 Eh
gap between HOMO and LUMO: 0.2678 Eh
SMILES: O=S(=O)(O)c1cc(-n2nc3ccc4ccccc4c3n2)ccc1/C=C/c1ccccc1
HOMO energy: -8.17 eV

# 4
Computed, not measured: a 5-piece molecular cluster, C8H22O4 overall, with ωB97M-V/def2-TZVPD.

```
34
Properties=species:S:1:pos:R:3:forces:R:3
C 1.219 -0.729 -0.784 -0.69 -0.58 0.52
C -2.320 -0.818 2.533 -1.59 1.49 -0.64
H 0.858 4.048 1.770 -0.09 -0.14 0.19
C 2.220 1.215 -1.808 1.26 -0.11 -0.29
C 0.882 -0.889 0.508 -0.29 -0.31 -1.19
H -2.615 -1.046 3.555 0.46 -0.45 -0.03
C -0.927 -0.890 2.097 0.81 -1.32 0.15
O -0.094 4.114 1.626 0.83 0.44 -0.62
O -0.898 -4.262 -0.511 -0.59 -0.73 0.24
O -0.515 -1.842 -3.544 0.97 0.46 0.43
H 2.687 -0.871 -2.402 -0.36 0.40 0.71
H -0.025 -1.002 -3.508 -0.59 0.00 -0.38
H -1.118 3.406 2.766 -0.44 -0.52 0.18
H 0.879 1.081 -3.578 0.05 -0.55 0.66
H 0.114 -2.365 -3.027 -0.40 -0.47 -0.12
H 2.127 1.758 -0.878 0.36 0.11 0.43
H -0.930 -3.305 -0.516 0.58 0.07 -0.21
O -1.791 2.984 3.334 -0.16 0.31 0.29
H -1.245 -1.295 0.067 -0.39 0.41 -0.58
C 2.466 -0.296 -1.464 -0.87 0.18 -0.47
H 3.273 -0.492 -0.774 0.64 0.50 0.03
H 0.035 1.365 -2.013 0.14 -0.03 -0.07
C -0.535 -1.050 0.831 0.64 0.06 1.37
H 0.894 2.597 -2.966 0.35 -0.27 1.01
H -2.976 -1.308 1.806 -0.01 -0.24 0.29
H 0.337 -0.767 -1.406 -0.06 -0.05 -0.34
H -2.612 0.250 2.408 -0.03 -0.40 0.21
H -0.149 4.728 0.882 -0.34 -0.10 0.14
H 3.132 1.572 -2.336 -0.65 0.05 0.23
H -0.147 -0.972 2.854 -0.04 0.70 0.02
H -0.090 -4.619 -0.890 0.05 0.61 -0.01
H -1.705 2.032 3.277 0.23 -0.01 -0.18
C 0.952 1.555 -2.574 -0.34 0.33 -1.89
H 1.520 -0.871 1.377 0.56 0.16 -0.09
```
Forces are in eV/Å.

Values from the calculation:
LUMO level: 0.0087 Eh
gap between HOMO and LUMO: 0.3192 Eh
SMILES: C/C=C/C=C/CCC.O.O.O.O
HOMO energy: -8.45 eV

# 5
Computed, not measured: one molecule with the formula C11H17OPSi, with ωB97M-V/def2-TZVPD.

```
31
Properties=species:S:1:pos:R:3:forces:R:3
H -2.623 -2.735 -0.672 2.14 0.09 1.62
H 5.217 0.178 0.317 0.42 0.68 -0.09
H 1.862 -0.204 -2.240 -0.73 -0.24 -1.01
C 1.963 0.401 1.072 0.00 -0.89 -3.11
C 0.201 3.218 -0.420 0.40 0.25 -0.13
C -1.814 -0.942 0.306 -1.15 0.02 -0.32
C 3.588 -0.135 -1.073 -0.40 1.88 1.14
O -0.858 0.464 -1.975 -1.37 -1.30 -1.23
H -2.819 -1.535 2.375 1.03 1.74 -2.00
H -3.962 -0.736 0.335 0.56 -0.65 -1.21
H -3.457 0.708 -0.287 1.73 -1.28 -0.01
P -0.810 2.334 0.578 -0.29 0.76 0.21
H -1.128 -1.083 2.281 0.04 0.29 0.24
C -3.125 -0.410 -0.350 -2.18 1.75 0.80
C 3.296 0.510 1.211 1.83 1.48 0.43
C -1.631 -2.417 -0.085 -1.14 -0.08 -2.90
H -3.291 -0.632 -1.413 -0.05 -0.51 0.43
H -1.314 -3.108 0.688 -0.44 0.08 0.37
C 2.222 -0.086 -1.260 -0.60 0.01 2.57
H -0.828 -2.489 -0.846 -0.38 -0.14 0.11
Si -0.492 0.260 -0.355 -0.73 0.89 -0.39
H -2.232 0.292 1.960 -0.28 -1.30 0.50
C 4.163 0.304 0.155 -0.63 -2.06 -1.09
H -1.669 0.046 -2.436 2.24 1.08 1.54
H 0.752 2.626 -1.179 -0.09 0.98 0.24
C -2.067 -0.811 1.780 0.36 0.07 2.45
H 0.395 4.350 -0.347 -0.42 -1.99 -0.12
H 4.068 -0.154 -2.008 1.54 -0.55 -0.63
H 1.470 0.597 1.915 -2.60 0.79 3.04
C 1.353 0.129 -0.144 0.48 -1.00 -1.43
H 3.568 1.058 2.118 0.70 -0.84 -0.02
```
Forces are in eV/Å.

Values from the calculation:
LUMO level: 0.0100 Eh
gap between HOMO and LUMO: 0.3138 Eh
SMILES: C=P[Si@@](O)(c1ccccc1)C(C)(C)C
HOMO energy: -8.27 eV

# 6
Computed, not measured: a 2-piece molecular cluster, C4H10ClN2 overall, with ωB97M-V/def2-TZVPD.

```
17
Properties=species:S:1:pos:R:3:forces:R:3
C 1.003 -0.015 0.985 2.98 -0.44 -0.76
H 0.676 1.045 1.014 -0.28 -0.77 -0.30
C 0.470 -0.870 2.069 3.00 -1.17 1.97
H 2.129 0.154 1.071 -1.01 -0.35 0.10
H 0.861 -0.317 2.919 -0.38 -0.41 0.77
H -2.195 2.440 -2.346 -0.41 0.35 0.40
H -0.298 -2.333 0.065 0.81 1.91 -0.92
H 0.873 -1.972 2.238 -0.85 2.27 -0.90
Cl -0.785 2.641 0.018 -0.65 -0.05 -0.98
H -0.553 -0.785 2.099 -2.53 -0.31 0.22
N 0.096 -1.593 -0.600 -0.32 -2.78 -0.73
N -1.696 1.577 -2.165 -2.27 1.78 -2.99
H -1.712 0.998 -2.996 0.16 -0.46 0.36
C -0.873 1.402 -1.251 2.84 -1.13 3.03
C 0.856 -0.600 -0.340 -1.40 2.37 -0.05
H 1.169 0.020 -1.174 0.36 -0.59 -0.11
H -0.021 -1.795 -1.605 -0.05 -0.21 0.89
```
Forces are in eV/Å.

Values from the calculation:
LUMO level: -0.1427 Eh
gap between HOMO and LUMO: 0.3270 Eh
charge: +1
HOMO energy: -12.78 eV

Per-record relative energy (zero: lowest compared OMol25 entry of this formula, charge and spin), kcal per mole: 13.13; 62.00; 91.72; 26.89; 0.00; 58.67